The following is a DFT calculation (the ωB97M-V functional and the def2-TZVPD basis) of a structure of composition C18H41HfOP3S.

Last column: natural (NBO) charge in e.
Positions of all 65 atoms, in Å:
Hf (0.09, -0.11, 0.39)  1.72
P (-1.62, 1.91, 1.04)  0.75
P (-1.83, -1.42, 2.11)  0.79
P (1.95, 1.78, -0.17)  0.74
H (-1.03, -3.14, -0.01)  0.28
C (-0.23, -2.50, -0.41)  -0.38
C (0.99, -2.22, 0.35)  -0.66
H (1.21, -2.70, 1.32)  0.30
C (-2.78, 2.13, -0.36)  -0.92
C (-2.77, 2.04, 2.47)  -0.90
C (-0.97, 3.63, 1.14)  -0.90
C (-1.71, -3.22, 2.55)  -0.90
C (-2.15, -0.93, 3.85)  -0.91
C (-3.56, -1.35, 1.42)  -0.92
C (3.62, 1.14, -0.52)  -0.92
C (2.32, 3.00, 1.19)  -0.92
C (1.75, 2.88, -1.62)  -0.92
H (0.00, -2.75, -1.48)  0.28
H (1.90, -1.99, -0.24)  0.28
H (-3.42, 3.00, -0.19)  0.30
H (-3.41, 1.24, -0.47)  0.26
H (-2.21, 2.28, -1.28)  0.25
H (-3.27, 3.01, 2.47)  0.30
H (-2.20, 1.97, 3.41)  0.26
H (-3.54, 1.26, 2.44)  0.25
H (-1.77, 4.35, 1.35)  0.30
H (-0.48, 3.90, 0.20)  0.25
H (-0.27, 3.71, 1.97)  0.25
H (-2.68, -3.56, 2.95)  0.30
H (-0.96, -3.35, 3.35)  0.26
H (-1.44, -3.84, 1.68)  0.24
H (-2.96, -1.54, 4.26)  0.29
H (-2.44, 0.12, 3.94)  0.25
H (-1.25, -1.12, 4.45)  0.24
H (-4.16, -2.14, 1.89)  0.29
H (-3.52, -1.53, 0.33)  0.25
H (-4.02, -0.38, 1.63)  0.25
H (3.99, 1.67, -1.42)  0.29
H (3.62, 0.05, -0.73)  0.25
H (4.30, 1.36, 0.34)  0.29
H (2.92, 3.83, 0.75)  0.31
H (2.89, 2.51, 2.00)  0.25
H (1.41, 3.42, 1.64)  0.25
H (2.70, 2.87, -2.19)  0.29
H (1.51, 3.92, -1.29)  0.29
H (0.97, 2.51, -2.31)  0.26
C (1.03, -1.40, -3.88)  -0.12
C (0.50, -0.71, -5.00)  -0.19
C (0.91, -1.05, -6.31)  -0.17
C (1.84, -2.07, -6.53)  -0.07
C (2.22, -2.88, -5.44)  -0.17
C (1.83, -2.55, -4.11)  -0.20
S (0.83, -0.52, -2.23)  0.09
H (-0.60, -0.51, -1.85)  0.11
H (-0.08, 0.21, -4.81)  0.24
H (0.58, -0.45, -7.15)  0.28
H (2.26, -2.25, -7.53)  0.28
H (2.86, -3.72, -5.65)  0.28
H (2.20, -3.14, -3.27)  0.24
C (1.33, -1.12, 3.44)  -0.26
O (1.09, -0.15, 2.39)  -0.79
H (0.65, -0.91, 4.28)  0.23
H (2.38, -1.02, 3.77)  0.26
H (1.19, -2.12, 3.00)  0.20
H (1.52, 0.69, 2.66)  0.55

Results
**Highest occupied orbital energy (alpha / beta)**: -20.001 / -20.000 eV
**M**: 577.004 g/mol
**E**: -61341.8960 eV
**Total charge**: +4
**Maximum force**: 0.111 Eh/bohr
**Frontier orbital gap (alpha / beta)**: 4.297 / 4.293 eV

---

The following is a DFT calculation (the ωB97M-V functional and the def2-TZVPD basis) of a structure of composition C18H41N2OP3SeV.

Last column: natural (NBO) charge in e.
Positions of all 67 atoms, in Å:
V (-1.60, 0.10, -0.30)  0.38
P (0.76, -0.21, -0.36)  0.85
P (-1.04, 2.28, -1.33)  1.03
P (-1.71, -1.09, -2.50)  1.04
H (2.41, -1.02, 3.16)  0.26
C (1.46, -1.63, 3.31)  -0.39
C (1.30, -2.93, 3.05)  -0.25
H (2.02, -3.57, 2.44)  0.25
C (1.73, 0.65, 0.95)  -0.97
C (1.89, 0.23, -1.74)  -0.89
C (1.12, -2.02, -0.31)  -0.93
C (-2.39, 3.53, -1.48)  -0.92
C (0.20, 3.28, -0.41)  -0.93
C (-0.39, 2.35, -3.05)  -0.92
C (-2.41, -2.74, -2.05)  -0.93
C (-0.32, -1.53, -3.62)  -0.94
C (-2.89, -0.47, -3.79)  -0.94
H (0.51, -0.99, 3.68)  0.23
H (0.53, -3.58, 3.57)  0.26
H (2.37, -0.07, 1.46)  0.29
H (1.06, 1.14, 1.67)  0.28
H (2.36, 1.42, 0.48)  0.31
H (2.25, 1.27, -1.65)  0.27
H (1.44, 0.11, -2.73)  0.26
H (2.77, -0.44, -1.69)  0.29
H (1.03, -2.37, 0.72)  0.27
H (2.16, -2.19, -0.65)  0.29
H (0.43, -2.60, -0.94)  0.26
H (-1.93, 4.53, -1.55)  0.30
H (-3.05, 3.50, -0.60)  0.26
H (-3.00, 3.34, -2.37)  0.27
H (0.04, 4.34, -0.65)  0.30
H (1.22, 2.99, -0.68)  0.25
H (0.05, 3.13, 0.67)  0.28
H (-0.48, 3.38, -3.41)  0.31
H (-0.96, 1.70, -3.72)  0.24
H (0.65, 2.05, -3.09)  0.26
H (-2.61, -3.29, -2.99)  0.30
H (-3.34, -2.62, -1.47)  0.26
H (-1.68, -3.29, -1.43)  0.26
H (-0.71, -2.16, -4.42)  0.31
H (0.47, -2.07, -3.10)  0.26
H (0.11, -0.63, -4.07)  0.26
H (-2.92, -1.19, -4.63)  0.30
H (-2.57, 0.51, -4.18)  0.26
H (-3.91, -0.36, -3.39)  0.26
C (-3.59, -1.01, 0.43)  -0.18
C (-2.42, -1.31, 1.17)  -0.40
C (-2.25, -2.59, 1.74)  -0.10
C (-3.30, -3.50, 1.69)  -0.16
C (-4.54, -3.15, 1.10)  -0.10
C (-4.67, -1.93, 0.43)  -0.22
Se (-3.72, 0.53, -1.01)  0.61
H (0.47, -0.78, 1.42)  0.31
H (-1.52, -0.63, 1.33)  0.21
H (-1.27, -2.82, 2.22)  0.24
H (-3.19, -4.51, 2.15)  0.29
H (-5.38, -3.86, 1.16)  0.30
H (-5.60, -1.68, -0.10)  0.28
N (-3.10, 0.92, 3.22)  -0.80
C (-1.83, 1.41, 3.09)  0.80
N (-1.17, 1.58, 4.30)  -0.80
O (-1.28, 1.62, 1.98)  -0.73
H (-3.57, 0.99, 4.12)  0.44
H (-3.66, 0.82, 2.37)  0.39
H (-0.28, 2.07, 4.24)  0.43
H (-1.74, 1.73, 5.14)  0.44

Results
**2S+1**: 2
**Highest occupied orbital energy (alpha / beta)**: -21.103 / -21.352 eV
**M**: 524.365 g/mol
**E**: -143211.1740 eV
**Total charge**: +4
**Maximum force**: 0.097 Eh/bohr
**Frontier orbital gap (alpha / beta)**: 5.266 / 5.870 eV

---

The following is a DFT calculation (the ωB97M-V functional and the def2-TZVPD basis) of a cluster of 3 separate species, C18H42BrClNO10P4S2 in total.

Last column: Löwdin charge in e.
Positions of all 79 atoms, in Å:
C (5.54, -1.40, 0.94)  -0.15
C (4.09, -1.99, 1.29)  -0.40
P (2.84, -0.57, 1.21)  0.94
C (3.45, 0.55, -0.22)  -0.27
N (1.24, -1.15, 0.65)  -0.30
C (1.30, -1.74, -0.55)  -0.28
S (-0.35, -2.26, -1.09)  1.06
C (-1.23, -1.86, 0.52)  -0.56
C (-1.70, -3.23, 1.20)  -0.20
C (-2.08, -4.37, 0.17)  -0.26
C (-0.86, -5.39, 0.01)  -0.58
Cl (-0.51, -5.86, -1.71)  0.50
C (-2.62, -1.09, 0.31)  -0.17
C (-2.52, 0.19, -0.60)  -0.30
C (-3.86, 0.56, -1.36)  -0.54
Br (-4.82, 1.93, -0.28)  0.70
C (-0.09, -1.04, 1.30)  -0.35
P (-0.17, -0.91, 3.17)  0.32
O (-0.21, 0.75, 3.54)  -0.22
O (-1.59, -1.55, 3.83)  -0.22
S (1.31, -1.77, 4.09)  0.32
H (5.74, -1.39, -0.17)  0.08
H (6.31, -1.97, 1.52)  0.09
H (5.56, -0.35, 1.33)  0.06
H (3.85, -2.83, 0.58)  0.08
H (4.13, -2.42, 2.33)  0.07
H (2.73, 1.39, -0.42)  0.05
H (4.43, 1.04, 0.06)  0.06
H (3.54, -0.04, -1.18)  0.04
H (2.27, -1.84, -1.09)  0.12
H (-0.96, -3.54, 1.99)  0.12
H (-2.66, -2.98, 1.76)  0.11
H (-2.49, -4.00, -0.81)  0.10
H (-2.91, -4.97, 0.65)  0.12
H (-1.07, -6.35, 0.58)  0.09
H (0.07, -4.97, 0.50)  0.07
H (-3.39, -1.84, -0.03)  0.13
H (-2.90, -0.72, 1.35)  0.12
H (-2.29, 1.07, 0.09)  0.08
H (-1.70, 0.17, -1.37)  0.09
H (-4.50, -0.33, -1.61)  0.08
H (-3.55, 1.09, -2.31)  0.07
H (-0.37, 0.03, 0.99)  0.13
H (-1.10, 1.03, 3.20)  0.07
H (-2.38, -1.26, 3.34)  0.06
C (-11.81, 3.56, 1.34)  -0.13
O (-10.84, 4.13, 0.47)  -0.31
P (-9.28, 4.46, 1.11)  0.73
O (-8.98, 2.99, 1.42)  -0.27
O (-9.91, 5.21, 2.43)  -0.27
C (-10.40, 6.54, 2.27)  -0.12
O (-7.73, 5.04, 1.55)  -0.26
C (-6.62, 4.17, 1.48)  -0.19
H (-12.38, 2.83, 0.76)  0.09
H (-11.37, 3.07, 2.20)  0.08
H (-12.50, 4.35, 1.67)  0.08
H (-11.33, 6.63, 2.82)  0.09
H (-10.58, 6.78, 1.22)  0.08
H (-9.67, 7.24, 2.68)  0.09
H (-6.61, 3.62, 0.54)  -0.01
H (-6.64, 3.48, 2.33)  0.09
H (-5.71, 4.77, 1.56)  0.09
C (9.10, 1.53, -1.99)  -0.13
O (8.33, 0.85, -2.97)  -0.32
P (8.73, -0.78, -3.33)  0.73
O (8.42, -1.28, -1.92)  -0.28
O (10.32, -0.41, -3.47)  -0.27
C (10.76, 0.23, -4.67)  -0.11
O (9.07, -2.33, -3.98)  -0.25
C (8.50, -3.48, -3.39)  -0.14
H (8.42, 2.14, -1.40)  0.09
H (9.62, 0.85, -1.32)  0.09
H (9.83, 2.18, -2.48)  0.09
H (11.46, 1.02, -4.41)  0.09
H (9.92, 0.67, -5.22)  0.08
H (11.26, -0.50, -5.30)  0.09
H (7.43, -3.34, -3.21)  0.08
H (9.02, -3.71, -2.46)  0.09
H (8.63, -4.31, -4.08)  0.09

Results
**Highest occupied orbital energy**: -11.061 eV
**M**: 735.918 g/mol
**E**: -182691.7883 eV
**Total charge**: +1
**Maximum force**: 0.170 Eh/bohr
**Frontier orbital gap**: 6.693 eV

---

The following is a DFT calculation (the ωB97M-V functional and the def2-TZVPD basis) of a cluster of 7 separate species, C18H42ClN6O6 in total.

Last column: Löwdin charge in e.
Positions of all 73 atoms, in Å:
Cl (-0.32, -0.10, -0.43)  -0.05
C (0.26, 3.67, -0.80)  -0.01
C (1.28, 3.79, 0.32)  -0.61
O (1.10, 4.74, 1.04)  0.02
N (2.36, 3.04, 0.33)  0.04
C (2.57, 1.98, -0.62)  -0.11
H (-0.26, 2.72, -0.76)  0.02
H (0.76, 3.62, -1.76)  0.08
H (-0.53, 4.42, -0.72)  0.08
H (3.03, 3.35, 1.01)  0.15
H (3.56, 1.78, -1.01)  0.09
H (2.05, 2.04, -1.57)  0.07
H (2.21, 1.04, -0.20)  0.02
C (4.03, -1.81, -1.17)  0.00
C (3.39, -1.52, -2.58)  -0.45
O (4.11, -1.65, -3.60)  -0.03
N (2.10, -0.99, -2.69)  0.00
C (1.40, -0.35, -3.84)  -0.06
H (4.36, -2.82, -0.91)  0.07
H (3.28, -1.62, -0.40)  0.04
H (4.86, -1.15, -0.91)  0.07
H (1.65, -0.76, -1.82)  -0.01
H (0.76, -1.05, -4.38)  0.07
H (2.26, -0.06, -4.45)  0.08
H (0.80, 0.48, -3.47)  0.06
C (-3.21, 2.87, -0.15)  0.02
C (-3.42, 2.45, -1.66)  -0.55
O (-4.40, 2.80, -2.33)  -0.02
N (-2.61, 1.61, -2.23)  0.02
C (-2.80, 1.11, -3.63)  -0.05
H (-4.13, 2.54, 0.33)  0.07
H (-2.85, 3.88, -0.01)  0.08
H (-2.47, 2.21, 0.31)  0.02
H (-1.97, 1.08, -1.66)  -0.01
H (-3.31, 0.15, -3.59)  0.08
H (-1.90, 1.00, -4.24)  0.06
H (-3.27, 1.77, -4.35)  0.08
C (0.27, -3.05, 3.47)  0.01
C (1.38, -2.12, 3.68)  -0.62
O (2.26, -2.29, 4.47)  0.06
N (1.41, -0.98, 3.01)  0.01
C (2.57, -0.15, 3.01)  -0.09
H (-0.04, -3.33, 4.48)  0.09
H (0.44, -3.85, 2.74)  0.07
H (-0.54, -2.41, 3.12)  0.07
H (0.75, -0.70, 2.30)  0.09
H (3.35, -0.59, 2.38)  0.09
H (2.87, 0.08, 4.03)  0.09
H (2.31, 0.79, 2.53)  0.06
C (-0.27, -3.84, 0.14)  -0.04
C (-0.92, -4.00, -1.14)  -0.57
O (-1.13, -5.12, -1.58)  0.02
N (-1.35, -2.87, -1.83)  -0.01
C (-1.73, -3.07, -3.17)  -0.11
H (-0.85, -3.09, 0.68)  0.07
H (0.74, -3.46, 0.01)  0.09
H (-0.25, -4.81, 0.64)  0.09
H (-1.32, -1.98, -1.34)  -0.02
H (-1.61, -2.13, -3.70)  0.06
H (-2.80, -3.24, -3.26)  0.08
H (-1.20, -3.93, -3.60)  0.09
C (0.00, 2.17, 3.64)  0.01
C (-1.34, 1.44, 3.72)  -0.54
O (-1.78, 1.27, 4.85)  0.02
N (-1.97, 0.94, 2.65)  0.00
C (-3.20, 0.20, 2.57)  -0.07
H (0.07, 3.07, 4.25)  0.09
H (0.24, 2.25, 2.58)  0.06
H (0.87, 1.60, 3.98)  0.05
H (-1.50, 0.97, 1.76)  0.03
H (-2.99, -0.56, 1.81)  0.08
H (-4.02, 0.80, 2.19)  0.07
H (-3.44, -0.28, 3.52)  0.09

Results
**Highest occupied orbital energy**: -6.930 eV
**M**: 474.023 g/mol
**E**: -53099.9167 eV
**Total charge**: -1
**Maximum force**: 0.075 Eh/bohr
**Frontier orbital gap**: 9.447 eV

---

The following is a DFT calculation (the ωB97M-V functional and the def2-TZVPD basis) of a cluster of 4 separate species, C18H42F2N6O8P2 in total.

Last column: Löwdin charge in e.
Positions of all 78 atoms, in Å:
C (-0.57, 1.77, -1.13)  -0.10
C (-1.58, 1.31, -2.16)  -0.29
O (-0.80, 0.45, -2.99)  0.13
C (0.51, 0.50, -2.63)  -0.55
O (1.41, -0.03, -3.18)  0.17
O (0.69, 1.44, -1.66)  0.08
F (-2.01, 2.35, -2.93)  0.07
H (-0.76, 1.22, -0.21)  0.12
H (-0.73, 2.83, -0.94)  0.11
H (-2.39, 0.73, -1.75)  0.16
C (1.16, -1.55, 2.46)  -0.05
C (0.65, -0.87, 3.75)  -0.32
O (0.32, 0.41, 3.33)  0.14
C (0.95, 0.67, 2.14)  -0.53
O (0.96, 1.74, 1.62)  0.18
O (1.57, -0.43, 1.69)  0.09
F (1.62, -0.79, 4.71)  0.07
H (0.35, -2.22, 2.15)  0.13
H (2.05, -2.15, 2.64)  0.14
H (-0.20, -1.44, 4.12)  0.16
O (2.83, -7.03, -2.76)  -0.29
P (2.91, -5.96, -1.75)  0.49
N (4.06, -6.30, -0.60)  -0.30
C (4.33, -7.69, -0.31)  -0.11
C (4.21, -5.44, 0.55)  -0.14
N (1.40, -5.73, -1.05)  -0.31
C (1.13, -4.90, 0.12)  -0.11
C (0.25, -6.28, -1.76)  -0.13
N (3.31, -4.48, -2.37)  -0.30
C (4.70, -4.19, -2.72)  -0.11
C (2.33, -3.76, -3.18)  -0.08
H (4.58, -8.24, -1.21)  0.08
H (3.50, -8.18, 0.22)  0.09
H (5.21, -7.77, 0.33)  0.08
H (5.23, -5.46, 0.96)  0.08
H (3.65, -5.84, 1.41)  0.08
H (3.88, -4.42, 0.40)  0.06
H (1.10, -5.56, 0.98)  0.08
H (1.86, -4.09, 0.13)  0.06
H (0.13, -4.46, 0.04)  0.08
H (-0.34, -6.88, -1.06)  0.08
H (-0.30, -5.53, -2.33)  0.08
H (0.61, -7.03, -2.47)  0.07
H (4.75, -3.68, -3.69)  0.08
H (5.16, -3.51, -2.00)  0.08
H (5.33, -5.07, -2.87)  0.08
H (2.63, -3.61, -4.21)  0.09
H (2.10, -2.81, -2.69)  0.08
H (1.39, -4.31, -3.19)  0.06
O (-3.03, 3.08, 0.25)  -0.26
P (-2.94, 4.46, 0.77)  0.49
N (-1.79, 4.76, 1.92)  -0.29
C (-1.55, 3.72, 2.93)  -0.08
C (-0.86, 5.87, 1.89)  -0.14
N (-4.32, 4.93, 1.57)  -0.30
C (-4.38, 6.07, 2.47)  -0.11
C (-5.62, 4.49, 1.00)  -0.08
N (-2.70, 5.62, -0.40)  -0.29
C (-1.44, 5.56, -1.15)  -0.12
C (-3.77, 6.25, -1.16)  -0.10
H (-2.54, 3.50, 3.34)  0.08
H (-0.88, 4.04, 3.72)  0.09
H (-1.11, 2.82, 2.50)  0.05
H (-1.35, 6.82, 1.67)  0.08
H (0.03, 5.75, 1.27)  0.07
H (-0.52, 6.17, 2.89)  0.08
H (-4.20, 7.03, 1.96)  0.08
H (-5.37, 6.10, 2.91)  0.08
H (-3.67, 5.96, 3.28)  0.07
H (-5.69, 4.98, 0.02)  0.05
H (-5.64, 3.42, 0.81)  0.07
H (-6.45, 4.84, 1.59)  0.08
H (-1.07, 6.57, -1.36)  0.09
H (-0.63, 5.18, -0.54)  0.05
H (-1.54, 4.94, -2.04)  0.08
H (-3.32, 6.88, -1.92)  0.08
H (-4.32, 6.92, -0.50)  0.08
H (-4.46, 5.56, -1.64)  0.08

Results
**Highest occupied orbital energy**: -8.497 eV
**M**: 570.512 g/mol
**E**: -68683.0755 eV
**Structure (SMILES)**: CN(C)P(=O)(N(C)C)N(C)C.CN(C)P(=O)(N(C)C)N(C)C.O=C1OC[C@@H](F)O1.O=C1OC[C@@H](F)O1
**Maximum force**: 0.039 Eh/bohr
**Frontier orbital gap**: 8.707 eV

---

The following is a DFT calculation (the ωB97M-V functional and the def2-TZVPD basis) of a structure of composition C18H42FeN2O4PS3.

Last column: Mulliken spin population.
Positions of all 71 atoms, in Å:
Fe (0.07, 1.39, -0.54)  3.80
N (-2.03, 2.10, -1.34)  0.04
C (-2.54, 3.47, -1.21)  -0.01
C (-2.16, 4.06, 0.15)  0.00
C (-0.69, 4.50, 0.20)  0.01
C (0.04, 4.10, 1.48)  -0.01
N (0.26, 2.64, 1.48)  0.02
H (-2.21, 1.76, -2.29)  0.01
H (-2.56, 1.49, -0.72)  0.01
H (-3.63, 3.50, -1.33)  0.00
H (-2.10, 4.07, -2.01)  0.00
H (-2.36, 3.31, 0.91)  0.00
H (-2.81, 4.91, 0.35)  0.00
H (-0.63, 5.58, 0.07)  0.00
H (-0.14, 4.03, -0.63)  0.00
H (-0.52, 4.43, 2.36)  0.00
H (1.02, 4.59, 1.49)  0.00
H (-0.48, 2.16, 1.98)  0.00
H (1.13, 2.41, 1.95)  0.00
C (3.89, -2.76, 2.19)  0.00
C (3.34, -2.54, 0.79)  0.00
S (2.25, -1.07, 0.63)  0.01
C (3.26, 0.08, -0.39)  0.02
C (4.32, 0.86, 0.37)  0.00
S (3.58, 1.93, 1.65)  0.00
C (4.26, 1.21, 3.18)  0.00
C (3.80, -0.22, 3.46)  0.00
S (5.00, -1.44, 2.78)  0.00
H (4.50, -3.66, 2.20)  0.00
H (3.08, -2.87, 2.91)  0.00
H (2.70, -3.39, 0.55)  0.00
H (4.14, -2.46, 0.06)  0.00
H (2.51, 0.77, -0.82)  0.01
H (3.72, -0.49, -1.20)  0.00
H (4.86, 1.51, -0.32)  0.00
H (5.02, 0.20, 0.87)  0.00
H (3.91, 1.88, 3.97)  0.00
H (5.35, 1.28, 3.12)  0.00
H (2.84, -0.42, 3.00)  0.00
H (3.74, -0.39, 4.54)  0.00
C (-1.21, -0.93, -3.57)  0.01
C (-0.13, -1.54, -2.67)  0.00
C (1.26, -1.34, -3.27)  -0.01
C (-0.41, -3.02, -2.45)  0.00
O (-0.13, -0.80, -1.43)  -0.04
P (-0.91, -1.25, -0.03)  -0.02
O (-0.50, -2.54, 0.53)  0.01
O (-0.65, 0.01, 0.80)  0.11
O (-2.42, -1.14, -0.58)  0.03
C (-3.54, -1.64, 0.18)  0.00
C (-4.78, -1.03, -0.48)  0.00
C (-3.43, -1.19, 1.63)  0.00
C (-3.59, -3.17, 0.08)  0.00
H (-1.28, -1.50, -4.50)  0.00
H (-0.96, 0.10, -3.81)  0.00
H (-2.16, -0.96, -3.06)  0.00
H (1.31, -1.78, -4.27)  0.00
H (2.01, -1.83, -2.65)  0.00
H (1.49, -0.28, -3.34)  0.00
H (-0.35, -3.56, -3.39)  0.00
H (-1.41, -3.15, -2.03)  0.00
H (0.31, -3.44, -1.75)  0.00
H (-4.78, 0.05, -0.37)  0.00
H (-5.67, -1.43, -0.02)  0.00
H (-4.79, -1.27, -1.54)  0.00
H (-3.35, -0.11, 1.69)  0.00
H (-2.54, -1.63, 2.08)  0.00
H (-4.31, -1.51, 2.18)  0.00
H (-3.73, -3.48, -0.95)  0.00
H (-4.40, -3.56, 0.69)  0.00
H (-2.65, -3.58, 0.45)  0.00

Results
**2S+1**: 5
**Highest occupied orbital energy (alpha / beta)**: -10.676 / -10.676 eV
**M**: 533.564 g/mol
**E**: -106698.4874 eV
**Total charge**: +1
**Maximum force**: 0.047 Eh/bohr
**Frontier orbital gap (alpha / beta)**: 6.947 / 6.548 eV

---

Q: What is the M in the first record?
A: 577.004 g/mol

---

Q: The highest M belongs to which entry?
A: C18H42BrClNO10P4S2

---

Q: Which of these has the highest M?
A: C18H42BrClNO10P4S2

---

Q: Which of these has the lowest E?
A: C18H42BrClNO10P4S2